An isolated molecule of C4H8N2. Source: the OMol25 dataset; level of theory: the ωB97M-V functional and the def2-TZVPD basis.

Cartesian coordinates (Å):
C -0.297 1.338 0.491
N -0.434 0.107 -0.258
C -1.461 -0.837 0.165
C 0.610 -0.295 -0.959
C 2.033 -0.193 -0.406
N 2.486 0.502 0.502
H -1.174 1.489 1.123
H -0.190 2.179 -0.198
H 0.651 1.282 1.073
H -1.258 -1.116 1.208
H -1.400 -1.738 -0.448
H -2.461 -0.403 0.096
H 0.436 -1.176 -1.578
H 2.458 -1.138 -0.811

Its strongest force on any atom is 0.897 eV Å⁻¹. As for the electronic energy: -7254.13441 eV. Its total charge is 0. For the HOMO energy (alpha / beta), the calculation gives -0.2995 / -0.2565 hartree. The calculation puts the relative energy (zero: lowest compared OMol25 entry of this formula, charge and spin) at 360.9 kJ/mol.